No. 1
DFT (ωB97M-V/def2-TZVPD) results for a structure of composition C36H37N3O2PbSe2Te2 in a non-equilibrium geometry.

```
83
Properties=species:S:1:pos:R:3:forces:R:3
Pb -1.189043 -0.039258 1.333215 0.3 0.2 0.2
O -2.674041 1.071404 -1.744962 0.1 0.4 0.6
C -2.432410 0.041580 -2.719287 -0.9 -0.1 -0.9
C -2.067092 -1.298518 -1.999246 1.6 1.1 -0.9
C -0.578657 -1.467181 -1.893944 -0.1 -0.6 -0.7
C 0.076218 -2.311370 -2.809045 1.1 0.8 0.7
C 1.466346 -2.378737 -2.750337 -0.6 -0.8 0.0
C 2.102370 -1.633979 -1.761350 1.8 -1.1 -2.0
C 1.400735 -0.828521 -0.949559 -0.4 1.3 1.7
C 2.115789 0.051361 0.047844 -0.3 0.2 0.2
C 2.060196 -0.505493 1.535921 -0.1 0.7 -0.7
O 0.755566 -0.705593 1.998720 0.6 -0.2 -0.4
C 2.846580 -1.814288 1.582078 -1.6 -1.2 0.1
C 2.166375 -3.061764 1.624637 3.3 0.5 -0.7
C 2.922550 -4.236925 1.605110 -2.0 -0.9 0.2
C 4.286717 -4.220149 1.738444 0.4 -0.8 -0.1
C 4.922743 -3.030584 1.713816 0.6 1.5 0.0
C 4.200787 -1.850179 1.563841 1.5 0.5 0.2
C 2.700504 0.510425 2.507350 -0.5 -0.6 1.3
C 2.541907 0.124596 3.867962 1.3 1.6 0.6
C 3.085613 0.949981 4.887975 -0.3 -0.7 0.0
C 3.665837 2.188069 4.568042 -0.1 -0.2 -0.1
C 3.750520 2.585394 3.241990 0.0 -0.2 -0.4
C 3.309207 1.729963 2.221812 -0.2 -0.4 0.3
N 0.064364 -0.752093 -0.984052 0.0 -0.3 0.1
C -1.236760 0.534278 -3.559391 0.5 0.5 -0.3
C -0.325785 1.460829 -3.044217 -1.3 -0.6 0.4
C 0.808668 1.807678 -3.730645 0.1 0.9 0.1
C 1.114934 1.312800 -4.975879 -1.1 -1.7 -0.4
C 0.249254 0.349771 -5.503912 -1.2 0.6 0.9
C -0.930754 0.031092 -4.826586 0.1 0.1 0.9
C -3.710848 -0.089390 -3.575949 -0.7 -0.6 -0.1
C -4.116942 1.005145 -4.364711 1.8 -0.6 0.7
C -5.294653 0.977122 -5.045837 -1.2 -0.8 -0.5
C -6.165886 -0.137152 -4.949577 -0.4 0.2 -0.6
C -5.781169 -1.233933 -4.194217 0.0 0.1 -0.2
C -4.567648 -1.195491 -3.490745 0.3 0.4 0.7
H -2.442038 -2.173535 -2.471226 -0.5 -0.5 -0.5
H -2.423212 -1.224863 -1.023189 -1.1 -0.1 1.6
H -0.464960 -2.794379 -3.590289 -0.4 -0.4 -0.2
H 2.023477 -3.074681 -3.411587 -0.4 0.8 0.4
H 3.197137 -1.607524 -1.769564 -0.4 -0.1 0.4
H 1.608294 1.041613 0.025066 0.3 -0.4 0.1
H 3.156357 0.181960 -0.320290 -0.5 0.0 0.5
H 1.163429 -3.051918 1.431017 -2.6 -0.2 0.0
H 2.404160 -5.213995 1.508737 0.3 0.8 0.2
H 4.919596 -5.088815 1.812456 -0.3 -0.5 0.0
H 5.993271 -2.995975 1.839617 0.2 0.1 -0.2
H 4.748181 -0.925105 1.470611 0.2 0.3 0.1
H 2.061994 -0.808218 4.139188 0.1 0.0 -0.2
H 3.090152 0.617915 5.962814 -0.2 0.3 -1.3
H 4.066418 2.821001 5.353016 -0.1 -0.1 0.0
H 4.173890 3.543654 2.927698 0.0 -0.3 0.4
H 3.449136 2.029886 1.199132 0.0 0.1 -0.3
H -0.582029 1.902139 -2.089122 0.3 0.1 0.0
H 1.383464 2.583314 -3.277268 0.7 0.4 0.1
H 1.967925 1.551132 -5.552126 0.9 0.6 -0.2
H 0.339045 -0.129588 -6.447084 0.6 -0.1 -0.8
H -1.642360 -0.643794 -5.242380 -0.3 -0.6 -0.6
H -3.363258 1.796101 -4.388505 -0.6 0.2 -0.4
H -5.549215 1.749699 -5.742540 -0.2 0.5 0.0
H -7.157926 -0.156196 -5.501467 1.5 0.1 0.7
H -6.418364 -2.124794 -4.212648 0.3 0.3 0.4
H -4.343274 -1.934758 -2.711839 -0.2 -0.1 -0.7
Se -2.484010 -2.619991 1.731715 0.7 0.2 0.2
Te -4.663700 -1.757481 0.979907 -0.8 0.4 -0.1
Te -4.602075 0.997616 1.176001 -0.1 -0.5 0.0
Se -4.373498 1.583817 -1.236469 0.4 -0.3 -0.3
N -0.196891 2.900365 2.360010 -1.5 1.0 -0.3
C -0.490320 3.546722 3.645140 -0.8 -0.9 0.5
C -0.392719 2.487974 4.750949 -0.2 -1.4 -0.5
C -1.533952 1.409338 4.787030 0.6 0.5 -0.8
N -1.164692 0.140150 4.094615 1.1 0.4 -0.1
H 0.734480 2.585968 2.320708 1.5 -0.5 0.1
H -0.335892 3.534854 1.568809 0.0 -0.2 0.4
H -1.512174 3.943458 3.625179 0.0 -0.1 -0.2
H 0.119678 4.383868 3.950256 0.7 0.4 -0.3
H -0.340742 2.909999 5.748094 0.1 0.4 0.0
H 0.538683 1.913396 4.585384 -0.1 0.4 0.2
H -2.428316 1.839686 4.295522 0.3 -0.4 0.1
H -1.791488 1.242113 5.825090 -0.1 -0.2 0.3
H -1.757789 -0.603711 4.376781 -1.1 -0.7 0.2
H -0.225966 -0.249306 4.331743 -0.7 1.0 -0.3
```
Forces are in eV/Å.

Properties
- relative energy (zero: lowest compared OMol25 entry of this formula, charge and spin) (kJ/mol) = 63.8
- LUMO energy (eV) = -0.37
- frontier orbital gap (eV) = 6.57

=====

No. 2
DFT (ωB97M-V/def2-TZVPD) results for a structure of composition C36H37N5O2OsSe in a non-equilibrium geometry.

```
82
Properties=species:S:1:pos:R:3:forces:R:3
Os -0.619095 -0.714463 -0.323489 3.0 -0.8 0.3
C -1.819295 1.392837 -3.267089 0.0 0.1 -0.1
O -1.377895 1.295837 -1.924889 -0.4 1.1 0.2
C -1.717295 2.320437 -1.066889 0.1 -0.9 0.1
C -1.811595 3.638037 -1.482289 0.0 0.2 -0.1
C -2.115995 4.649237 -0.583189 0.0 -0.2 0.0
C -2.315495 4.331837 0.749911 0.0 0.2 0.0
C -2.226395 3.024837 1.174611 0.2 -0.5 -0.2
C -1.930395 1.977837 0.287811 -0.4 1.9 -0.3
N -1.851095 0.666937 0.721311 0.4 -3.4 1.0
N -2.287595 0.458437 1.917311 -0.4 2.7 -0.7
C -2.305795 -0.605663 2.686311 0.6 -2.0 -0.8
C -1.779395 -1.891763 2.300611 -0.4 1.0 -0.7
O -1.062695 -2.065163 1.240311 -0.5 0.6 -0.3
C -2.086895 -3.013763 3.102911 -0.1 -0.8 0.8
C -2.762295 -2.902963 4.282911 0.5 -0.2 -0.8
C -3.167695 -1.638163 4.771611 -0.2 0.7 0.1
C -3.784595 -1.497963 6.028911 0.0 0.1 -0.1
C -4.149695 -0.261463 6.495211 -0.1 -0.1 0.1
C -3.923795 0.871437 5.710811 0.1 0.0 -0.1
C -3.339895 0.757537 4.473211 -0.1 0.2 0.1
C -2.944195 -0.488263 3.976211 -0.2 -0.1 0.4
H -1.304195 2.188237 -3.809389 0.0 -0.1 0.0
H -2.896695 1.574237 -3.314089 0.0 0.0 0.0
H -1.587795 0.432837 -3.724889 0.0 0.0 0.0
H -1.629895 3.881137 -2.518289 0.0 0.0 -0.1
H -2.194995 5.669537 -0.926289 0.0 0.1 0.0
H -2.540895 5.107637 1.464011 0.0 0.1 0.1
H -2.381795 2.771137 2.211011 0.0 0.0 0.0
H -1.753795 -3.976463 2.739211 0.0 0.0 0.0
H -2.983195 -3.782263 4.871611 0.0 -0.1 0.0
H -3.957795 -2.379863 6.630611 0.0 -0.1 0.0
H -4.613295 -0.155263 7.464711 0.0 0.0 0.1
H -4.210395 1.844037 6.080011 0.0 0.1 0.0
H -3.170895 1.630537 3.863011 0.0 0.0 0.0
C -2.077195 -1.559063 -1.573189 -0.3 0.2 0.4
H -2.495595 -2.456763 -1.108989 0.1 -0.1 0.0
H -1.709395 -1.844563 -2.559489 0.1 0.1 0.0
H -2.902795 -0.852063 -1.703089 0.0 0.0 -0.1
Se 1.024905 -0.952463 2.808711 0.5 0.5 -0.2
N 0.806205 0.063237 1.361311 -0.2 0.0 -0.4
C 1.702905 1.055437 1.388311 -0.5 -1.0 0.6
C 1.826605 2.068837 0.427411 0.4 0.8 -0.6
C 2.833405 2.988037 0.575711 -0.9 -0.4 -0.5
C 3.718805 2.939437 1.667811 0.4 -0.4 0.9
C 3.608305 1.976237 2.635711 0.5 0.8 -0.2
C 2.589205 1.014637 2.519011 -0.6 -0.9 0.2
N 2.365605 0.016037 3.377911 0.4 0.3 0.2
H 1.135205 2.092837 -0.404489 0.0 0.0 -0.1
H 2.960405 3.765137 -0.163189 0.0 0.1 -0.1
H 4.495505 3.687437 1.737511 0.1 0.0 0.1
H 4.280105 1.928037 3.477711 0.1 0.0 0.1
C 0.401005 -4.136663 -1.129389 0.0 0.2 0.1
C 1.865205 -3.700063 -1.132389 -0.1 0.0 0.0
C 2.272105 -3.094263 0.209811 -0.1 0.1 -0.1
C 2.174905 -2.742663 -2.258989 -0.4 0.5 0.2
C 3.026705 -3.180263 -3.250089 0.2 -0.2 -0.3
C 3.463605 -2.355863 -4.274689 -0.2 0.2 0.3
C 3.059505 -1.031363 -4.277789 0.2 -0.2 -0.4
C 2.186405 -0.535363 -3.335089 -0.6 -0.1 0.8
C 1.823405 0.928537 -3.340389 0.0 0.1 -0.1
C 1.349405 1.386837 -4.721289 0.0 -0.1 0.2
C 3.035505 1.755037 -2.898589 -0.2 -0.1 0.1
C 1.653205 -1.397063 -2.315389 3.2 -1.2 -1.8
N 0.746705 -0.958763 -1.481989 -4.5 1.1 2.0
H 0.274105 -5.011063 -0.496089 -0.1 -0.1 0.1
H 0.079005 -4.380963 -2.138789 -0.1 -0.1 -0.1
H -0.224595 -3.331863 -0.745289 0.0 -0.2 -0.1
H 2.479405 -4.594063 -1.296789 0.0 0.1 -0.1
H 1.689105 -2.189063 0.383911 0.1 -0.2 0.0
H 3.329105 -2.833763 0.207511 0.1 0.0 0.1
H 2.080705 -3.793363 1.020811 0.0 -0.1 0.1
H 3.374705 -4.203263 -3.224989 0.0 -0.1 0.1
H 4.135605 -2.731663 -5.032089 0.0 0.0 -0.1
H 3.440405 -0.377463 -5.047889 0.0 0.1 -0.1
H 1.013305 1.067537 -2.614989 0.1 0.0 -0.2
H 2.175105 1.407937 -5.427689 0.1 0.0 -0.1
H 0.939605 2.392337 -4.667389 0.0 0.2 0.0
H 0.586505 0.717037 -5.109589 -0.1 0.0 -0.1
H 3.864105 1.612737 -3.588589 0.1 0.0 -0.1
H 3.362905 1.456237 -1.906389 0.1 0.0 0.1
H 2.785805 2.813137 -2.877489 0.0 0.2 0.0
```
Forces are in eV/Å.

Properties
- LUMO energy (alpha / beta) (eV) = -1.08 / -1.08
- frontier orbital gap (alpha / beta) (eV) = 5.59 / 5.62

=====

No. 3
DFT (ωB97M-V/def2-TZVPD) results for a structure of composition C36H37N5O6TeTi.

```
86
Properties=species:S:1:pos:R:3:forces:R:3
Ti 0.312720 -2.821224 1.580701 -0.2 -0.1 -0.1
O -1.283472 -6.704213 2.772794 0.0 0.0 0.0
C -0.979020 -5.428537 2.651385 0.0 0.0 0.0
O -0.236793 -5.005591 1.785710 0.0 0.0 0.0
C -1.621359 -4.568196 3.708671 0.0 0.0 0.0
O -1.368440 -3.199528 3.466332 0.0 0.0 0.0
C -2.498467 -2.445198 3.018770 0.0 0.0 0.0
C -2.612859 -2.475122 1.498999 0.0 0.1 0.0
O -3.665786 -2.347347 0.936991 0.0 -0.1 0.0
O -1.440527 -2.595512 0.903421 0.1 -0.1 0.0
H -0.803830 -7.208471 2.096006 0.0 0.0 0.0
H -1.192929 -4.855992 4.673103 0.0 0.0 0.0
H -2.690139 -4.789975 3.740747 0.0 0.0 0.0
H -2.322734 -1.413102 3.326319 0.0 0.0 0.0
H -3.420585 -2.801529 3.474710 0.0 0.0 0.0
N 1.505657 -3.378950 3.168243 0.1 0.0 0.0
C 1.716926 -3.533791 4.304659 0.0 0.0 0.0
C 1.901447 -3.787644 5.637331 0.0 0.0 0.0
C 2.819736 -3.035276 6.413414 0.0 0.0 0.0
N 3.565349 -2.419591 7.038553 0.0 0.0 0.0
C 1.079074 -4.803518 6.186076 0.0 0.0 0.0
N 0.359398 -5.630026 6.547588 0.0 0.0 0.0
C 4.654082 -2.701677 -0.673235 0.0 0.0 0.0
C 3.304929 -2.486820 -1.365085 0.0 0.0 0.0
C 2.246375 -2.166915 -0.354193 0.0 0.0 0.0
N 1.396531 -2.987271 0.089789 0.0 0.0 0.0
H 5.419584 -2.942515 -1.409789 0.0 0.0 0.0
H 4.598146 -3.523490 0.041053 0.0 0.0 0.0
H 4.967013 -1.804269 -0.139226 0.0 0.0 0.0
H 2.992517 -3.385861 -1.892853 0.0 0.0 0.0
H 3.368561 -1.663806 -2.076043 0.0 0.0 0.0
C -4.314074 6.113326 -2.706667 0.0 0.0 0.0
C -3.755074 4.810959 -2.202528 0.0 0.0 0.0
C -3.496685 4.615803 -0.853140 0.0 0.0 0.0
C -2.993956 3.412804 -0.368145 0.0 0.0 0.0
C -2.723200 3.286120 1.108068 0.0 0.0 0.0
C -2.747546 2.369162 -1.268730 0.0 0.0 0.0
Te -1.949892 0.544409 -0.549920 0.0 0.0 0.0
N 0.781953 -1.032985 1.749602 0.0 0.0 0.0
C 1.608302 -0.355737 1.083227 0.0 0.0 0.0
O 2.384081 -0.867745 0.064190 0.0 0.0 0.0
C 1.898826 1.076922 1.306311 0.0 0.0 0.0
C 2.962533 1.720910 0.680249 0.0 0.0 0.0
C 3.209642 3.058301 0.946179 0.0 0.0 0.0
C 2.391485 3.757251 1.822650 0.0 0.0 0.0
C 1.325214 3.117473 2.442054 0.0 0.0 0.0
C 1.081632 1.778698 2.189256 0.0 0.0 0.0
C -0.247937 0.466373 -1.813396 0.0 0.0 0.0
C -0.010022 -0.721048 -2.520677 0.0 0.0 0.0
C -0.925942 -1.912216 -2.431910 0.0 0.0 0.0
C 1.095919 -0.790959 -3.363016 0.0 0.0 0.0
C 1.966196 0.277940 -3.524495 0.0 0.0 0.0
C 3.171226 0.172145 -4.419865 0.0 0.0 0.0
C 1.704634 1.443717 -2.819927 0.0 0.0 0.0
C 0.611494 1.564433 -1.965756 0.0 0.0 0.0
C 0.394773 2.882097 -1.276209 0.0 0.0 0.0
C -3.022424 2.532633 -2.632550 0.0 0.0 0.0
C -2.792407 1.442685 -3.643421 0.0 0.0 0.0
C -3.512226 3.758279 -3.073394 0.0 0.0 0.0
H -4.151695 6.916832 -1.988911 0.0 0.0 0.0
H -5.389618 6.032617 -2.877898 0.0 0.0 0.0
H -3.852837 6.400329 -3.652027 0.0 0.0 0.0
H -3.684728 5.424593 -0.154879 0.0 0.0 0.0
H -2.964834 4.216769 1.620769 0.0 0.0 0.0
H -1.674612 3.045161 1.296895 0.0 0.0 0.0
H -3.317797 2.489362 1.559275 0.0 0.0 0.0
H 3.588987 1.176805 -0.012114 0.0 0.0 0.0
H 4.040563 3.557610 0.464982 0.0 0.0 0.0
H 2.584830 4.802999 2.024229 0.0 0.0 0.0
H 0.686511 3.663065 3.124322 0.0 0.0 0.0
H 0.258972 1.258555 2.661288 0.0 0.0 0.0
H -1.930449 -1.652588 -2.773801 0.0 0.0 0.0
H -1.028372 -2.280611 -1.410780 0.0 0.0 0.0
H -0.548776 -2.726832 -3.049836 0.0 0.0 0.0
H 1.273915 -1.708985 -3.914176 0.0 0.0 0.0
H 3.119192 -0.716188 -5.048943 0.0 0.0 0.0
H 4.092208 0.113286 -3.833397 0.0 0.0 0.0
H 3.258802 1.044261 -5.068724 0.0 0.0 0.0
H 2.368188 2.295311 -2.936248 0.0 0.0 0.0
H 1.310800 3.470998 -1.290121 0.0 0.0 0.0
H 0.089323 2.741812 -0.238272 0.0 0.0 0.0
H -0.389722 3.459743 -1.768898 0.0 0.0 0.0
H -3.178180 0.487691 -3.282116 0.0 0.0 0.0
H -1.727790 1.302545 -3.844263 0.0 0.0 0.0
H -3.285778 1.685950 -4.583698 0.0 0.0 0.0
H -3.714737 3.888153 -4.131601 0.0 0.0 0.0
```
Forces are in eV/Å.

Properties
- relative energy (zero: lowest compared OMol25 entry of this formula, charge and spin) (kJ/mol) = 0.0
- LUMO energy (eV) = -1.26
- frontier orbital gap (eV) = 6.28